[1]
72
Properties=species:S:1:pos:R:3:forces:R:3 method="wB97M-V/def2-TZVPD" homo_ha="-0.5890 / -0.5890" charge=+3 lumo_ev="-10.6 / -10.6" spin_multiplicity=1
C -1.2014 -0.3270 4.9726 -1.5418 -1.9338 1.2358
C -1.9704 0.1100 3.8458 -0.1194 -0.5486 0.6973
C -1.9097 -0.9196 2.8478 -0.5052 -0.5146 -0.4558
H -2.5437 1.0295 3.7713 0.2813 -0.0297 0.0124
C -1.1182 -2.0004 3.3668 -1.0887 -0.4387 1.1847
C -0.6786 -1.6387 4.6729 -2.6583 -0.5978 1.2840
H -0.2086 -2.3099 5.3892 0.1597 0.3488 -0.2738
H -1.1881 0.1409 5.9542 0.2771 -0.0860 -0.3045
H -2.4338 -0.9236 1.8986 0.1201 -0.1164 0.2179
H -0.9310 -2.9444 2.8648 0.1898 0.2477 0.0515
Nb 0.1073 -0.1925 3.2414 3.1473 3.6598 -2.5654
Si 0.5130 0.1942 0.4550 -0.7289 0.0691 -1.1763
C -0.3318 1.7845 0.0538 0.2406 0.1455 0.6985
C 0.2830 2.9447 -0.4566 0.0421 0.0324 -0.1973
H 1.3601 2.9601 -0.6418 -0.3497 0.0559 -0.0050
C -0.4889 4.0549 -0.8036 0.2748 -0.0813 -0.0222
H -0.0190 4.9150 -1.2850 -0.0866 -0.2760 0.2167
C -1.8620 4.0700 -0.5556 -0.0916 -0.3891 0.2979
H -2.4672 4.9365 -0.8203 0.2019 -0.1883 0.0552
C -2.4638 2.9684 0.0654 0.0018 -0.0889 -0.0534
H -3.5256 2.9788 0.3229 0.3449 0.0481 -0.1833
C -1.7076 1.8292 0.3421 -0.4923 0.0011 0.1920
H -2.2044 0.9593 0.7926 0.1432 0.3788 -0.2882
C -0.3356 -1.3757 -0.0645 0.3145 -0.1376 0.5149
C -1.5340 -1.4058 -0.8018 -0.1059 0.1684 -0.2250
H -2.0052 -0.4743 -1.1309 0.1603 -0.3562 0.0919
C -2.1077 -2.6242 -1.1705 -0.0290 0.2251 -0.0807
H -3.0049 -2.6291 -1.7949 0.3143 0.0241 0.2280
C -1.5390 -3.8329 -0.7619 0.1745 0.1735 0.2053
H -1.9740 -4.7830 -1.0734 0.0610 0.2791 0.1347
C -0.3988 -3.8154 0.0446 0.1922 0.0098 -0.0756
H 0.0424 -4.7517 0.3933 -0.1152 0.2815 -0.1561
C 0.2160 -2.6015 0.3530 0.0095 -0.1869 0.2429
H 1.1531 -2.6111 0.9203 -0.1689 -0.0800 -0.1697
H 1.3318 0.2033 1.7872 0.3133 -0.1457 -0.0927
Si 1.8258 0.2038 -2.6176 0.1563 -0.0734 -3.2152
C 1.1622 -1.3940 -3.2580 -0.1289 -0.7664 0.6625
C 0.4956 -1.3701 -4.5008 0.0545 0.1216 0.1173
H 0.2464 -0.4114 -4.9593 0.0607 -0.3829 0.0364
C 0.1733 -2.5594 -5.1590 0.0891 0.1651 0.1935
H -0.3155 -2.5040 -6.1312 0.1124 -0.1010 0.2565
C 0.4775 -3.7880 -4.5715 0.0338 0.2114 0.0569
H 0.2167 -4.7156 -5.0852 0.1122 0.2811 0.1959
C 1.1176 -3.8211 -3.3281 -0.0041 0.1263 0.1300
H 1.3388 -4.7775 -2.8594 0.0213 0.1486 -0.1311
C 1.4683 -2.6364 -2.6777 -0.2169 -0.1349 -0.3313
H 1.9633 -2.6737 -1.7041 -0.0277 -0.1079 -0.3513
C 0.8074 1.5484 -3.3861 0.2300 0.5701 0.3174
C -0.5954 1.5800 -3.3987 -0.1231 0.4087 -0.0191
H -1.1649 0.8568 -2.8111 0.0997 0.1862 -0.1814
C -1.2730 2.5468 -4.1494 -0.0124 -0.2681 0.1530
H -2.3650 2.5850 -4.1177 0.3689 -0.0523 -0.0816
C -0.5651 3.4532 -4.9459 0.4353 -0.1832 0.1420
H -1.0975 4.1928 -5.5495 0.1913 -0.2764 0.2217
C 0.8363 3.3980 -4.9751 -0.1123 0.0495 0.0154
H 1.3996 4.0858 -5.6107 -0.2074 -0.2411 0.2243
C 1.5195 2.4705 -4.1844 -0.1114 -0.1106 0.2023
H 2.6136 2.4230 -4.1908 -0.3896 0.1917 -0.1194
H 3.2325 0.3311 -3.0615 -0.0994 0.2097 0.3958
Cl 2.4853 0.2388 -0.4714 -0.3480 -0.0380 0.2587
N 1.8991 -0.9047 4.4106 0.5354 -0.4554 -0.3788
C 2.1272 -0.0519 5.6300 0.2996 -0.6332 0.0885
C 1.9426 1.4084 5.2916 -0.0862 0.4125 -0.0141
N 0.6701 1.6162 4.5054 -0.4148 0.5426 0.1216
H 1.8416 -1.9029 4.6609 0.1830 0.6235 0.0556
H 2.7357 -0.8585 3.8160 -0.1292 0.0123 0.2735
H 1.4439 -0.3824 6.4228 0.0917 0.0738 -0.2827
H 3.1541 -0.2355 5.9764 -0.3317 0.1833 0.1185
H 1.8857 2.0010 6.2128 0.1902 -0.1299 -0.2219
H 2.7805 1.7918 4.6985 -0.1650 -0.1059 0.0714
H -0.0840 1.8785 5.1599 0.5044 -0.2698 -0.3961
H 0.7466 2.4588 3.9242 0.2557 -0.1406 0.1785

[2]
93
Properties=species:S:1:pos:R:3:forces:R:3 method="wB97M-V/def2-TZVPD" homo_ha=-0.3375 charge=0 lumo_ev=-3.1 spin_multiplicity=1
O 2.0379 -2.5195 1.2449 -6.8956 4.7848 -2.1790
C 0.9292 -1.8978 0.8366 2.8739 -4.1166 -0.2475
C -0.0414 -2.5230 -0.3255 -2.9154 0.0619 -1.1180
C 0.2221 -3.5737 -1.5552 -4.1507 1.8040 1.2228
C -1.1169 -3.9515 -2.4836 -0.5293 3.3057 3.7635
P -0.8223 -5.1637 -3.9454 1.8056 0.3729 0.7324
S 0.4703 -6.5310 -3.4090 -0.5920 0.1754 -0.0836
C -2.6022 -3.2794 -2.1104 2.9742 1.0145 1.8994
C -2.8230 -2.2079 -0.8862 3.3579 -1.2170 -0.0998
C -4.2350 -1.5058 -0.4422 -0.2804 -0.6659 0.2945
C -5.4656 -1.6678 -1.5114 -0.7502 0.4373 -0.1085
C -5.8362 -0.1871 -2.1317 -0.1342 -1.6626 0.3584
C -6.9447 0.5400 -1.1667 0.9509 0.2135 0.4052
F -8.2181 -0.2109 -1.0164 3.9904 2.3732 -0.6030
F -6.4117 0.7666 0.2284 -1.6586 -0.9416 -3.9706
C -7.1848 2.0611 -1.8158 -1.2436 0.7522 0.5924
F -6.8791 3.0553 -0.7598 -1.3079 -2.8617 -3.9833
F -8.6287 2.0975 -2.1971 5.0614 0.6579 0.9227
F -6.3040 2.3266 -2.9898 -3.3453 -0.6179 4.0590
C -1.4872 -1.8302 0.0147 0.4024 -2.6215 -2.7344
C -1.2837 -0.8198 1.2888 -3.0978 0.2082 1.1597
O -2.1991 -0.3416 2.1355 6.3396 -2.7332 -5.6219
N 0.2462 -0.6211 1.2768 0.2422 -0.6739 0.3207
C 0.7442 0.5014 0.3522 -1.0990 0.9100 -0.1231
C 1.9797 1.3463 1.0222 -0.2172 1.2976 -0.2386
C 3.2716 1.5682 -0.0182 -2.8917 1.6814 1.8623
F 4.0184 2.7354 0.5656 -1.8170 -3.9070 -2.7270
F 2.6197 1.9136 -1.3372 2.9147 -1.0369 3.6804
C 4.1216 0.1730 -0.0474 -2.7256 -2.8412 0.7519
F 4.2475 -0.5065 1.2816 -0.6452 2.9401 -4.4189
F 3.3522 -0.7925 -0.9177 2.0521 3.3463 3.3134
S 5.8397 0.2689 -0.7681 3.9146 -1.9705 -2.1600
F 6.2392 -1.2261 0.0429 -0.5161 3.0611 -1.6651
F 5.3058 -0.7290 -2.0970 1.6945 2.2911 2.2823
F 5.5189 1.6569 -1.7146 0.5115 -2.7177 2.3547
F 6.4910 1.1511 0.5472 -1.7861 -1.5621 -2.8715
F 7.4190 0.2373 -1.4570 -3.2829 0.1702 1.4838
H 1.2882 -4.0255 -1.7274 -2.4317 0.8839 0.2859
H -2.0469 -5.6813 -4.5015 0.3623 0.8469 0.4386
H -0.1468 -4.3696 -4.9812 -1.3069 -0.2737 0.7395
H -3.5004 -3.6164 -2.7800 1.8988 0.8068 1.5019
H -4.5941 -1.9975 0.5757 1.0220 0.9742 -2.0651
H -4.0962 -0.3530 -0.2029 0.0473 -2.5264 -0.5264
H -5.2516 -2.3713 -2.4212 -0.1755 1.3258 1.8880
H -6.4503 -2.0866 -0.9882 2.2967 0.8123 -1.0392
H -6.3118 -0.3615 -3.2119 0.9020 0.7972 2.4750
H -4.8031 0.4026 -2.2051 -2.6963 -0.8378 0.1748
H 0.9531 0.0724 -0.7161 -0.1439 0.8295 1.9964
H -0.1889 1.2363 0.2296 2.1703 -1.5499 0.2640
H 2.3117 0.9625 2.0815 -0.5094 0.4913 -2.3755
H 1.5620 2.4500 1.2028 1.1927 -2.3750 -0.4973
C -5.1936 1.3493 3.4321 0.1155 1.0832 0.8662
C -5.2942 2.5677 4.3353 -0.5227 6.6501 4.8810
N -5.3775 3.5783 5.0847 0.6496 -8.0339 -5.9886
H -5.6484 1.5661 2.4616 0.0190 0.0579 0.2103
H -4.1440 1.0822 3.2816 -0.0951 0.1454 0.0731
H -5.7145 0.5030 3.8883 0.1794 0.3600 -0.0419
C 7.8966 -0.6706 2.5420 0.9503 -0.3481 0.9064
C 8.9704 -1.0393 3.5526 5.9099 -2.0249 5.5804
N 9.8612 -1.3453 4.3910 -7.1541 2.4586 -6.7370
H 8.3264 -0.0499 1.7510 0.0271 -0.1642 0.2138
H 7.4778 -1.5766 2.0956 0.1780 0.1360 0.1516
H 7.0955 -0.1138 3.0357 0.1724 -0.0851 0.0096
C 6.9993 -0.0457 -4.7686 -0.5675 -0.4514 -1.0211
C 6.3459 -0.6084 -6.0203 -3.5804 -3.0831 -6.8832
N 5.8038 -1.0751 -7.0587 4.3381 3.7484 8.3405
H 7.9294 -0.5817 -4.5605 -0.1796 0.0252 -0.1246
H 7.2237 1.0151 -4.9098 -0.0715 -0.1829 -0.0961
H 6.3257 -0.1567 -3.9144 0.1229 -0.0290 -0.3647
C 5.1201 -3.9341 2.1594 -0.3522 -1.1739 -0.0517
C 4.6938 -5.3898 2.0610 -2.3451 -7.9864 -0.5443
N 4.3401 -6.5974 1.9792 2.8455 9.7025 0.6534
H 6.0389 -3.8536 2.7468 -0.1339 -0.1678 -0.0646
H 5.3002 -3.5299 1.1595 -0.0996 -0.1583 0.1105
H 4.3349 -3.3477 2.6444 0.0349 -0.1853 -0.1249
C -9.2034 -0.2094 1.9044 0.8586 -0.2111 0.8721
C -8.1296 -0.5782 2.9150 5.8051 -2.0672 5.5113
N -7.2388 -0.8842 3.7534 -7.3773 2.2157 -6.7684
H -8.7736 0.4113 1.1134 -0.0284 -0.1738 0.3279
H -9.6222 -1.1155 1.4580 0.1544 0.0958 0.1329
H -10.0045 0.3474 2.3981 0.1958 -0.1254 0.0544
C 6.3284 5.4297 2.9242 -0.7880 -0.9518 0.1023
C 5.3743 4.2538 3.0558 -5.2422 -6.4792 0.7596
N 4.5830 3.2782 3.1648 6.3982 7.8318 -0.7541
H 6.1606 6.1390 3.7394 -0.0561 -0.2031 -0.1023
H 7.3626 5.0773 2.9662 -0.2229 -0.0515 0.0116
H 6.1639 5.9383 1.9703 -0.0600 -0.1682 0.1403
C -4.9127 5.3175 -0.9478 1.0212 0.6689 -0.4933
C -3.7431 6.1233 -1.4893 6.4387 4.4531 -2.9633
N -2.7728 6.7917 -1.9384 -7.7833 -5.3896 3.5994
H -5.0805 4.4370 -1.5741 0.1504 0.2720 0.0552
H -4.7000 4.9921 0.0742 0.0503 0.1098 -0.1665
H -5.8182 5.9304 -0.9452 0.2115 -0.0361 -0.0398

no.,electronic energy (Eh)
1,-2406.98858
2,-4325.65964